Record 1
# C4H37NO15S

A cluster of 15 separate species, C4H37NO15S in total in a non-equilibrium geometry (ωB97M-V with the def2-TZVPD basis set, OMol25).

Geometry as XYZ:
```
58
Properties=species:S:1:pos:R:3:forces:R:3:lowdin_charge:R:1
S -0.27989 0.76978 -3.42939 0.23 0.25 -0.85 0.758
O 3.15935 -0.12428 -1.87706 0.31 -0.01 -0.26 -0.073
O 2.67680 2.49084 -1.11048 1.43 -0.29 -0.03 -0.028
O 1.94386 -2.32466 -2.93450 0.95 -0.26 -1.13 -0.068
O 2.80102 -2.52260 0.72359 0.64 -0.07 0.90 -0.077
O -0.38856 -1.32161 2.68480 0.36 -0.09 -0.38 -0.051
O -1.78863 -1.38361 -1.65729 -0.70 0.81 -0.77 -0.091
O -2.88582 3.40707 0.08493 0.57 1.37 0.53 -0.062
O -0.54687 -3.86857 1.46498 0.07 -1.00 1.69 -0.045
O -3.43502 1.01648 -0.84411 -0.13 -0.78 -0.26 -0.071
O 1.92750 0.81993 2.35626 0.03 0.61 0.53 0.070
O 0.48116 -2.50842 -0.76222 -0.33 0.03 0.87 -0.093
O 2.42625 -1.57555 3.21427 0.69 -1.52 0.18 -0.051
O -2.58335 0.05568 1.50864 -0.36 -0.36 0.39 -0.080
O -0.21620 4.08022 0.11238 0.54 0.94 -1.30 -0.092
O -2.85009 -2.98053 0.44915 -0.75 -0.01 0.22 -0.032
N -0.45490 1.96356 1.55799 -0.54 -0.90 0.37 0.048
C 0.58560 1.72148 0.54818 -1.30 -1.02 0.42 -0.326
C -0.37065 1.73394 -1.90880 -0.83 -0.69 1.27 -0.552
C 0.02490 0.93089 -0.68188 2.27 0.10 0.80 -0.225
C 1.59476 0.78144 1.21058 -0.12 0.65 -1.10 -0.201
H 2.56923 -2.85111 -3.46085 -0.54 -0.09 0.28 0.069
H -1.09483 3.78951 -0.22087 0.00 1.14 0.74 0.026
H -0.19801 4.84972 0.68378 -0.85 0.10 -0.20 0.075
H -3.07793 0.30293 -1.39516 0.22 0.22 -0.48 0.036
H -0.70292 0.18872 -0.37286 -0.38 0.29 0.01 0.083
H -1.47099 -3.95689 1.20145 0.21 0.28 -0.38 0.020
H 2.97734 0.74763 -1.48183 0.00 -0.43 -0.02 -0.002
H -1.02905 2.76653 1.30402 0.47 -0.40 0.60 0.058
H -3.14427 0.25848 2.27080 0.28 -0.04 -0.07 0.087
H -1.38062 2.06818 -1.67276 -0.08 0.32 -0.72 0.046
H 0.92125 0.33523 -0.89348 -0.45 -0.12 -0.87 0.062
H -2.83645 2.48237 -0.18102 -0.67 -0.53 -0.80 -0.020
H -2.29585 -2.12832 -1.36138 -0.43 -0.67 0.42 0.021
H -3.36572 0.54656 0.00361 -0.02 0.27 0.47 0.007
H 0.27075 2.60641 -2.00731 -0.07 -0.08 -0.38 0.051
H -3.78763 -3.18046 0.47694 -0.34 -0.46 -0.36 0.073
H -0.90273 -1.57377 -1.34682 0.66 -0.20 0.43 -0.018
H -0.78169 -0.75204 2.00337 0.24 -0.56 0.41 0.004
H 3.55124 2.80068 -1.40821 -0.67 0.12 0.05 0.093
H 0.72374 -2.61150 -1.69580 0.75 -0.10 0.26 0.022
H -1.12003 -0.26607 -3.20690 0.11 0.46 0.39 -0.143
H -0.39078 -2.22606 2.30219 -0.33 0.22 0.57 0.018
H 3.43818 -0.75957 -1.20545 -0.20 0.29 0.18 0.039
H 2.30897 -1.42987 -3.04794 -0.39 0.23 0.51 0.022
H 1.96864 0.03067 0.49234 0.43 -0.24 0.36 0.105
H -1.74234 0.55994 1.64975 -0.29 0.89 -0.20 0.015
H 1.26824 -2.65767 -0.18543 0.00 0.18 -1.08 0.024
H -0.05404 2.04903 2.49044 -0.01 0.28 -0.26 0.099
H 1.52197 -1.28916 3.08000 -0.62 0.58 0.25 -0.003
H 3.64110 -3.00204 0.82203 -0.47 0.00 -0.42 0.070
H -3.24995 3.94949 -0.62824 -0.09 -0.63 0.09 0.075
H 1.00290 2.67854 0.21868 0.26 -0.96 0.53 0.093
H 2.64969 -2.25441 1.67478 0.03 0.20 -0.50 0.020
H -0.14919 -3.17230 0.96789 0.03 0.20 -1.53 -0.029
H 2.01569 3.13751 -1.34173 -0.09 0.49 -0.25 0.042
H -2.82048 -2.31769 1.14660 0.56 0.60 0.09 0.044
H 2.94536 -0.88070 3.61536 -0.27 0.38 -0.16 0.057
```
Forces are in eV/Å.

Properties
- net charge = 0
- relative energy (zero: lowest compared OMol25 entry of this formula, charge and spin) (eV) = 1.690
- gap between HOMO and LUMO (eV) = 8.742


Record 2
# C4H38O16S

A cluster of 16 separate species, C4H38O16S in total in a non-equilibrium geometry (ωB97M-V with the def2-TZVPD basis set, OMol25).

Geometry as XYZ:
```
59
Properties=species:S:1:pos:R:3:forces:R:3:lowdin_charge:R:1
S -0.54172 -1.24784 2.96912 1.25 -0.30 -0.69 1.198
O 2.14420 -3.73642 -0.74670 0.63 -1.58 2.27 -0.115
O -0.88930 3.71381 0.71460 0.58 0.17 -0.53 -0.050
O -3.44560 1.19053 2.06207 0.94 -1.20 1.83 -0.071
O 4.23419 0.52290 1.11456 0.93 -0.28 -0.62 -0.023
O -3.96791 -1.32141 1.18933 2.64 0.46 -0.32 -0.050
O -0.20127 -4.02749 -1.58178 -0.61 -4.06 1.39 -0.050
O 2.27630 0.44059 3.95073 0.92 1.91 -2.99 0.013
O 1.17409 0.08251 -4.95735 -0.29 0.32 0.63 -0.046
O -4.78407 1.97313 -0.18129 -0.97 -0.62 0.81 -0.046
O -2.17893 -1.23195 -2.70298 -0.81 -0.49 -1.21 -0.048
O 3.95344 2.77410 -0.37998 -0.97 -0.80 3.25 -0.084
O 4.57106 -1.91927 -1.21879 -0.95 -1.91 1.10 -0.115
O -0.41548 0.92022 -2.04003 2.91 -0.83 0.52 0.008
O 1.66697 3.82613 0.63818 -3.38 1.42 1.52 -0.003
O -3.02510 -3.66312 -0.12847 1.92 -1.53 -1.67 -0.037
O -2.65500 3.28786 -1.13224 -0.67 0.69 1.11 -0.048
C 0.67935 -1.07392 1.64202 1.47 0.31 -0.52 -0.447
C 0.80221 0.72732 -1.82041 -3.24 0.55 0.43 -0.181
C 0.45638 -0.01118 0.53747 -2.73 0.21 -0.16 -0.228
C 1.29379 -0.22942 -0.74428 0.86 -1.84 0.32 -0.130
H -0.66769 -0.20317 0.27103 1.87 0.83 -0.02 0.144
H -2.42486 -0.91091 -3.60082 0.19 -0.50 0.93 0.072
H -3.16254 -4.11306 0.68908 -0.85 0.54 0.80 0.026
H 2.27879 -4.21203 0.12977 0.19 1.05 -1.41 0.080
H 0.55198 1.05217 0.84376 -0.15 -0.75 0.37 0.121
H -3.72942 -0.38006 1.33913 0.14 -0.20 -0.29 -0.012
H -4.14087 0.98155 2.72300 0.36 0.88 -0.97 0.089
H 4.07080 -2.82810 -1.03935 0.90 3.16 -1.23 0.085
H 1.59274 0.86694 4.40991 -1.22 0.47 1.45 0.032
H 0.79614 -2.03681 1.05231 -0.17 0.37 1.07 0.122
H -2.01199 3.54166 -0.42999 -0.19 -0.03 -0.18 -0.001
H -4.85931 1.35997 -0.90982 -0.21 -0.38 -0.20 0.055
H 1.03698 -1.33030 -1.02116 0.86 1.71 -0.14 0.138
H -4.02644 2.48620 -0.43330 1.09 1.12 -0.83 -0.029
H -1.54788 -0.59420 -2.40515 0.55 0.91 0.42 -0.044
H -1.53017 -0.69353 2.31265 -1.32 0.55 -0.53 -0.096
H 1.48290 1.36710 -2.35600 0.82 0.06 -0.28 0.125
H 4.45627 2.52602 -1.12678 0.96 -0.59 -1.03 0.024
H -2.11069 2.93640 -1.80529 0.76 -0.70 -1.27 0.014
H 4.12833 2.10286 0.39373 0.12 1.30 -2.45 0.063
H -4.86055 -1.30381 1.40407 -2.76 -0.39 0.50 0.015
H 0.85839 0.96295 -5.19666 0.14 -0.05 -0.33 0.049
H 0.09881 3.72007 0.63744 -0.25 0.07 -0.22 -0.006
H -3.41242 -2.82206 -0.29999 -0.83 0.85 0.87 -0.005
H 1.59381 -0.83068 2.22813 -0.39 -0.65 -0.40 0.050
H 2.28239 3.20898 0.34866 2.81 -0.60 -1.27 -0.027
H -3.74130 1.75369 1.34856 -1.19 0.24 -0.50 0.007
H 3.47900 0.37491 1.65024 -1.01 -0.14 1.08 0.001
H 1.85780 4.76097 0.75831 1.04 -0.51 -0.38 0.097
H 0.75031 -0.03083 -4.09350 0.05 -0.30 -0.43 -0.007
H 4.46195 -0.33869 0.72796 0.16 0.16 -0.17 0.059
H 1.50107 -4.37100 -1.13285 0.02 0.97 -0.41 0.027
H 4.11251 -1.32311 -1.83696 -0.12 -1.12 0.21 0.030
H -0.91052 -4.56253 -1.09907 1.05 1.49 -1.20 0.096
H 2.44984 -0.13609 -0.57094 -2.27 -0.14 -0.34 0.126
H 2.48815 -0.40438 4.22576 0.41 -2.39 1.66 0.015
H -0.53882 -3.18797 -1.73113 -1.46 2.35 -0.54 -0.020
H -1.03708 3.44243 1.60164 -0.52 -0.25 1.20 0.037
```
Forces are in eV/Å.

Properties
- net charge = +1
- spin multiplicity = 2
- gap between HOMO and LUMO (alpha / beta) (eV) = 9.548 / 4.485


Record 3
# C4H39N2O13

A cluster of 14 separate species, C4H39N2O13 in total in a non-equilibrium geometry (ωB97M-V with the def2-TZVPD basis set, OMol25).

Geometry as XYZ:
```
58
Properties=species:S:1:pos:R:3:forces:R:3:lowdin_charge:R:1
O 3.05404 0.88318 2.72929 3.31 -1.05 -1.76 -0.047
O 1.80832 -1.24969 -3.56446 0.20 -0.44 -1.48 -0.086
O -0.57993 2.31012 3.82581 1.72 0.39 3.27 -0.078
O -1.37550 -3.37714 1.94693 -0.43 -0.54 1.45 -0.074
O -0.80889 2.32693 -0.01095 0.45 0.23 0.94 -0.083
O 2.39744 1.87117 -2.38309 -0.63 0.26 -1.11 -0.079
O 3.41143 -0.38669 -0.33754 -0.16 1.59 1.37 0.002
O 1.80288 2.07974 0.11016 1.04 1.37 0.59 -0.072
O -0.40272 1.91279 -3.71057 4.39 0.84 6.93 0.012
O 1.63840 -3.02334 1.56422 -2.36 1.41 0.12 -0.037
O -3.84631 2.93557 -0.40625 0.55 0.11 -1.00 -0.029
O -0.62235 -3.32851 -3.33355 1.63 2.43 -1.04 -0.085
O 1.50457 -0.41268 4.27602 -1.14 4.01 2.19 -0.026
N -1.80213 -0.17786 -0.01374 -2.00 -1.00 2.24 -0.111
N 0.78039 -0.28817 0.09390 -2.37 0.89 1.57 0.136
C -1.42363 -0.71175 -1.27055 2.91 -1.44 2.92 -0.195
C -2.83216 -0.94208 0.78774 1.72 0.65 -0.61 -0.243
C -4.16609 -0.28877 0.53181 -3.30 -0.78 1.01 -0.120
C 0.13758 -0.46256 -1.28313 0.19 0.89 -1.62 -0.109
H -1.97735 0.81084 -0.03203 -0.15 0.02 -0.06 0.055
H -4.41251 0.40674 1.36382 0.53 0.21 -0.72 0.069
H 1.20983 -2.53083 2.31416 1.11 -1.04 -0.99 0.042
H -0.58029 -3.91885 2.02229 0.10 -0.02 -0.32 0.021
H 2.59558 1.32075 -3.16851 -0.31 0.59 0.64 0.066
H 2.46740 1.15016 3.36680 -2.70 1.08 2.12 -0.048
H 2.04508 2.77642 0.73247 -0.27 -0.20 0.51 0.083
H -4.37079 0.19017 -0.44140 0.77 -0.18 0.38 0.066
H -2.61763 -2.01080 0.53100 -0.98 0.90 0.13 0.094
H 1.80377 -0.41755 0.11353 0.06 -0.23 -0.42 0.063
H 2.42960 -3.45697 1.81317 1.16 -0.42 0.87 0.030
H -4.32412 2.81931 0.39360 -0.50 -0.05 1.37 0.024
H -1.14664 1.59018 3.63586 -1.04 -1.22 -0.44 -0.010
H -1.60237 -1.80284 -1.28846 0.41 0.26 0.47 0.111
H -1.90712 -0.46251 -2.13800 -1.12 1.71 -2.31 0.081
H -0.89232 1.84115 -4.42182 -4.38 -0.14 -5.15 -0.043
H -5.08711 -0.94080 0.65604 1.16 0.00 -0.20 0.086
H -0.32064 2.10916 4.81369 -0.70 0.83 -2.94 0.105
H -1.27063 -3.99943 -3.51550 -0.38 -0.07 -0.86 0.028
H -0.46963 2.16312 0.91920 -1.08 1.02 -1.59 0.075
H 1.83851 -2.22155 -3.76409 0.08 1.35 0.04 0.068
H 3.71282 0.45124 3.31410 -0.27 0.25 -0.91 0.065
H -4.47430 2.60393 -1.05266 0.09 0.04 -0.37 0.049
H -0.82296 2.32154 -2.91115 -0.02 -0.63 -1.64 0.084
H 1.86392 -0.76091 -4.42760 -0.06 -1.05 1.07 0.074
H 0.33052 -0.79690 0.91408 0.38 0.24 -1.94 0.157
H -2.60359 -0.86172 1.89500 -0.09 -0.05 -1.17 0.106
H 1.13963 -0.27680 5.18794 0.53 -1.01 -1.34 0.093
H 0.47924 -1.36170 -1.77164 0.97 0.08 0.22 0.070
H 0.49040 0.46446 -1.91719 -0.85 -2.02 1.47 0.110
H 0.63832 0.73167 0.39332 0.54 -1.85 -1.03 0.097
H -1.90764 -3.67669 2.72901 0.53 0.47 -1.11 0.076
H 2.42402 2.29296 -0.59511 -0.20 -0.41 -0.55 0.027
H -0.41343 -2.68168 -4.10949 -1.23 -2.27 1.91 0.090
H 1.54972 2.35332 -2.58364 1.20 -0.85 -0.03 0.066
H 3.69067 -0.96780 -0.99308 0.76 -2.03 -1.76 0.032
H 1.58983 -1.28061 4.02968 0.21 -3.30 -0.18 -0.021
H 3.47890 0.46343 -0.78674 -0.11 0.28 0.24 0.045
H -1.56975 2.92802 -0.02498 0.11 -0.14 0.59 0.041
```
Forces are in eV/Å.

Properties
- net charge = +1
- relative energy (zero: lowest compared OMol25 entry of this formula, charge and spin) (eV) = 6.634
- gap between HOMO and LUMO (eV) = 8.258


| no. | total energy (eV) |
| --- | --- |
| 1 | -47786.7933 |
| 2 | -48350.0587 |
| 3 | -34370.4755 |